Formula: C37H37CoFN6O5S
Source: OMol25
Level of theory: ωB97M-V with the def2-TZVPD basis set

The geometry in XYZ format:
```
88
Properties=species:S:1:pos:R:3:mulliken_spin:R:1
Co 0.065 2.766 -0.118 0.951
S 2.739 1.758 -1.593 0.006
F 2.139 -3.470 0.882 0.000
O 0.127 0.842 -0.193 0.008
O -1.795 2.832 -0.907 0.012
O -3.707 1.978 -1.683 0.001
O 3.786 2.282 -2.440 0.001
O 3.084 0.624 -0.762 0.000
N 2.013 2.907 -0.755 -0.029
N 0.134 -5.343 0.877 0.000
N 1.335 -7.793 1.567 0.000
N 0.247 4.707 -0.085 -0.030
N -0.286 2.564 1.888 0.019
N -2.913 -1.814 -0.551 0.001
C 0.326 -0.694 -3.703 0.003
C -3.958 -3.471 -2.067 0.000
C -1.453 2.564 2.609 0.011
C 0.548 -7.000 2.584 0.000
C -2.160 0.475 -0.759 -0.010
C -0.130 -3.973 0.531 0.000
C 4.135 5.986 -0.541 -0.005
C -1.659 -2.255 -0.170 -0.001
C 0.798 7.388 0.296 0.004
C -0.847 0.101 -0.341 0.003
C 0.205 2.050 4.032 0.003
C 1.853 6.512 -0.041 -0.001
C -4.026 -2.742 -0.734 0.000
C -0.478 6.913 0.411 -0.004
C 2.509 4.190 -0.612 -0.014
C -3.099 -0.500 -0.843 0.000
C 0.475 2.022 -3.159 0.002
C 0.675 -1.711 0.281 0.001
C 0.719 2.252 2.764 0.007
C 0.924 -6.050 -0.114 0.000
C 2.157 2.185 2.351 0.001
C 1.433 1.156 -2.657 0.021
C 0.855 -7.539 0.159 0.000
C -1.192 2.252 3.932 0.001
C 3.197 6.920 -0.201 0.008
C -0.658 0.164 -4.178 0.000
C -0.581 1.524 -3.909 0.015
C 1.372 -0.200 -2.937 0.001
C 0.893 -3.025 0.567 0.000
C 1.524 5.158 -0.235 0.024
C -2.599 1.886 -1.153 0.008
C 0.664 -5.537 2.216 0.000
C -0.620 -1.323 -0.079 0.002
C -1.397 -3.598 0.146 0.000
C 3.811 4.629 -0.744 0.009
C -0.716 5.542 0.212 0.008
C -2.811 2.807 2.026 -0.003
H -1.705 5.111 0.295 0.001
H -3.984 -2.756 -2.890 0.000
H 0.271 -1.755 -3.919 0.000
H 0.967 -7.217 3.565 0.000
H 1.291 -8.789 1.781 0.000
H -0.479 -7.353 2.524 0.000
H -2.845 3.654 1.342 0.000
H -1.304 7.563 0.663 0.000
H -3.517 2.999 2.836 0.000
H 1.487 -8.115 -0.513 0.000
H 3.462 7.958 -0.047 0.000
H 2.759 1.835 3.193 0.000
H -0.170 -7.902 0.114 0.000
H -3.193 1.948 1.464 0.001
H -4.089 -0.211 -1.178 0.000
H 4.587 3.932 -1.019 0.001
H 2.317 -7.516 1.634 0.000
H 1.018 8.437 0.457 0.000
H 0.087 -4.942 2.923 0.000
H 2.126 -0.858 -2.525 0.000
H -4.046 -3.441 0.104 0.000
H -1.490 -0.227 -4.752 0.000
H 0.518 -5.861 -1.107 0.000
H -1.356 2.196 -4.253 0.000
H 2.324 1.509 1.509 -0.001
H -4.939 -2.156 -0.663 0.000
H 1.715 -5.223 2.313 0.000
H 1.978 -5.725 -0.125 0.000
H 2.550 3.163 2.055 0.000
H -1.927 2.192 4.723 0.000
H -2.168 -4.354 0.124 0.000
H 0.781 1.813 4.916 0.000
H 5.170 6.283 -0.660 0.000
H 0.526 3.079 -2.926 -0.035
H -4.806 -4.148 -2.175 0.000
H -3.039 -4.053 -2.155 0.000
H 1.465 -0.966 0.306 0.000
```

The calculation puts the LUMO energy (alpha / beta) at -1.841 / -1.841 eV. The calculation puts the largest force on an atom at 0.5 eV/Å. Its HOMO-LUMO gap (alpha / beta) is 3.18 / 3.18 eV. The total energy comes out at -109327.03617 eV. The calculation puts the HOMO energy (alpha / beta) at -5.0 / -5.0 eV. The energy relative to the best compared isomer or geometry (same formula, charge and spin) is 0.00 kcal per mole. The multiplicity is 2.



Formula: C37H37F3O2P2Pt
Source: OMol25
Level of theory: ωB97M-V with the def2-TZVPD basis set

The geometry in XYZ format:
```
82
Properties=species:S:1:pos:R:3:mulliken_spin:R:1
Pt -0.667 -2.643 -0.095 0.411
P -1.310 2.276 0.596 0.137
P 2.066 0.455 -0.077 0.587
F 4.476 -0.751 3.043 0.000
F 3.094 -1.235 4.685 0.004
F 3.994 0.770 4.561 -0.001
O 1.149 0.009 3.396 0.029
O 2.528 0.762 1.758 0.147
C 2.247 0.184 2.912 0.031
C -3.900 -0.082 2.677 -0.014
C -2.994 4.599 0.712 0.003
C 4.886 1.010 -3.038 0.010
C 3.517 0.906 -1.038 0.053
C 5.987 1.367 -2.251 0.008
C 2.723 -3.866 1.145 0.039
C 4.593 1.350 -0.266 0.029
C -2.808 1.425 1.125 0.037
C 1.503 -3.345 1.477 0.069
C -2.375 6.868 0.067 0.003
C 0.076 -3.002 -2.023 0.083
C 3.479 -0.255 3.827 0.033
C -5.070 -0.019 1.919 0.010
C 0.730 1.223 -0.964 0.908
C -2.275 -1.882 -1.064 0.065
C -0.366 -4.222 -1.431 0.073
C 3.165 -2.052 -0.386 -0.007
C -3.996 1.507 0.381 0.007
C -5.096 0.722 0.731 0.003
C -3.317 5.958 0.574 0.002
C -2.752 0.594 2.260 0.043
C 5.847 1.527 -0.861 0.001
C -1.108 6.384 -0.283 0.001
C -0.804 5.015 -0.166 0.006
C -1.744 4.064 0.325 0.017
C -0.182 2.286 1.981 0.067
C 3.539 -3.267 0.183 0.002
C 1.084 -2.040 0.945 0.490
C -0.623 1.337 -0.744 0.524
C -0.745 -2.262 -3.059 0.021
C -2.657 -3.048 -0.269 0.164
C -2.905 -4.381 -0.966 0.005
C 2.076 -1.324 0.084 -0.003
C -1.696 -4.866 -1.811 0.026
C -2.192 -1.975 -2.570 0.012
C 3.633 0.784 -2.447 0.022
H 0.192 4.688 -0.483 0.007
H -3.807 -4.352 -1.606 0.002
H 3.777 -1.648 -1.194 0.007
H -1.828 0.497 2.830 0.000
H 1.116 1.636 -1.910 -0.006
H 0.684 -1.385 1.739 -0.177
H 6.966 1.532 -2.711 0.001
H 2.774 0.501 -3.063 0.001
H -3.754 3.932 1.127 0.002
H 1.158 -2.880 -2.085 0.018
H -3.857 -0.665 3.600 -0.001
H -1.861 -4.746 -2.891 0.001
H 5.006 0.896 -4.122 0.000
H -5.968 -0.542 2.250 0.000
H 4.485 -3.721 -0.130 0.003
H -3.119 -5.132 -0.187 -0.002
H -2.635 7.925 -0.045 0.000
H -4.072 2.205 -0.456 0.002
H -0.653 2.853 2.782 0.002
H 0.775 -3.882 2.098 -0.005
H 3.078 -4.775 1.635 0.004
H -2.485 -0.999 -2.972 0.002
H -1.324 1.100 -1.549 0.025
H -0.255 -1.291 -3.224 0.015
H -2.891 -2.727 -2.962 0.001
H -5.972 0.703 0.090 0.000
H 4.446 1.511 0.805 0.011
H -0.767 -2.728 -4.063 -0.001
H -0.361 7.094 -0.669 0.000
H -2.465 -0.880 -0.634 -0.057
H 6.687 1.780 -0.221 0.000
H -4.314 6.309 0.848 0.000
H -1.557 -5.948 -1.677 0.004
H 0.054 1.269 2.320 -0.026
H 0.735 2.792 1.692 -0.007
H 0.408 -4.954 -1.185 0.001
H -3.210 -2.832 0.667 0.013
```

The calculation puts the LUMO energy (alpha / beta) at -6.224 / -8.777 eV. The calculation puts the largest force on an atom at 3.6 eV/Å. Its HOMO-LUMO gap (alpha / beta) is 5.23 / 5.64 eV. The total energy comes out at -73019.22363 eV. The calculation puts the HOMO energy (alpha / beta) at -11.5 / -14.4 eV. Its total charge is +2. The energy relative to the best compared isomer or geometry (same formula, charge and spin) is 0.00 kcal per mole. The multiplicity is 5.